# 1
The following is a quantum chemistry calculation of a molecular structure, C21H35NOSSb2SiTi in a non-equilibrium geometry, from the Open Molecules 2025 dataset.

XYZ file:
```
63
Properties=species:S:1:pos:R:3:forces:R:3:lowdin_charge:R:1
Ti 0.911728 -0.100246 -0.194897 1.10 0.51 -0.85 0.3836
C -2.207655 -3.722529 -0.535206 0.06 -0.08 -0.08 -0.3366
Sb -2.510609 -1.602365 -0.472199 -0.30 0.20 0.29 1.3307
C -2.954966 -1.649837 1.637600 0.04 -0.02 0.00 -0.3131
C -4.668890 -1.705563 -1.004061 0.00 -0.02 -0.04 -0.3280
C -5.477039 -0.888131 -0.064202 0.02 -0.08 0.00 -0.3091
C -6.267691 -1.499533 0.900554 0.04 0.00 0.00 -0.0788
C -6.921514 -0.774900 1.890165 -0.01 0.02 0.00 -0.1003
C -6.784338 0.613623 1.936566 0.03 -0.01 -0.02 -0.1115
C -6.033592 1.253813 0.977572 -0.06 -0.01 0.04 -0.0583
C -5.383599 0.540472 -0.063533 0.08 0.04 -0.08 -0.2903
C -4.672227 1.236559 -1.046610 -0.21 0.01 -0.09 0.0375
Sb -0.976395 1.919244 -0.754013 -0.59 0.27 0.12 0.9191
C -1.681325 1.803591 1.332833 -0.12 -0.06 -0.10 -0.4021
C -0.546613 4.045843 -0.533622 0.13 0.00 0.00 -0.4519
H -1.301607 -3.949074 0.027481 0.00 0.00 -0.01 -0.0033
H -2.078152 -4.070916 -1.559330 0.00 -0.01 0.00 -0.0027
H -3.061724 -4.220496 -0.074554 0.01 -0.03 0.00 -0.0060
H -3.520670 -2.553911 1.869619 -0.01 0.01 0.01 0.0057
H -3.541276 -0.777907 1.926158 0.03 0.01 0.00 -0.0012
H -2.012242 -1.656438 2.184050 -0.01 -0.01 -0.01 -0.0085
H -4.966989 -2.754283 -0.965097 -0.02 0.01 -0.02 0.0488
H -4.742774 -1.354217 -2.033981 -0.03 -0.03 -0.01 0.0441
H -6.355116 -2.580578 0.886007 0.01 0.00 0.01 0.1061
H -7.524547 -1.289611 2.627654 0.01 0.00 0.01 0.0909
H -7.261998 1.184451 2.723057 -0.02 0.00 -0.01 0.0921
H -5.927629 2.332435 0.999057 0.00 0.00 -0.01 0.1050
H -4.643247 2.316971 -1.034989 0.09 0.00 0.06 0.0524
H -4.233051 0.749849 -1.902320 0.11 -0.01 0.06 0.0316
H -2.720998 2.124080 1.423430 0.02 0.03 -0.01 -0.0237
H -1.046639 2.445093 1.946712 0.00 0.01 -0.02 -0.0185
H -1.614254 0.786163 1.722587 0.02 0.01 -0.03 -0.0455
H -1.502565 4.569044 -0.556966 0.01 0.00 0.00 -0.0280
H 0.064654 4.404164 -1.363632 -0.01 0.01 0.01 -0.0232
H -0.034939 4.270651 0.401312 -0.01 0.00 -0.01 -0.0340
O 0.231733 -1.497358 0.866229 -0.23 -0.80 0.16 -0.3808
N 1.460306 -2.096501 0.381873 0.01 -0.11 -0.04 -0.2714
C 2.200276 -2.722444 1.385011 -0.21 0.06 0.05 -0.0810
C 2.767130 -3.935162 1.177585 0.01 -0.13 -0.04 -0.1056
C 2.631849 -4.588126 -0.067862 0.03 0.04 0.10 -0.1101
C 1.972781 -3.917369 -1.101760 -0.05 0.02 -0.11 -0.1308
C 1.412546 -2.674485 -0.925103 0.01 -0.03 0.18 -0.6974
S 0.798911 -1.596364 -2.150048 -0.12 -0.17 0.28 0.5435
H 2.230233 -2.183512 2.320392 0.04 0.03 -0.01 0.1118
H 3.328870 -4.386038 1.985623 0.00 -0.01 -0.01 0.0945
H 3.068268 -5.563143 -0.230164 -0.01 -0.01 0.00 0.0828
H 1.923797 -4.340615 -2.097465 0.05 0.01 0.00 0.0977
C 2.652353 3.367604 0.416696 0.02 0.15 -0.03 -0.1940
Si 3.189418 1.682036 1.032573 -0.10 0.00 0.11 0.3612
C 2.102561 1.080815 2.469693 -0.07 0.00 0.00 -0.1795
C 4.890574 1.953566 1.787931 0.17 -0.13 0.03 -0.2037
C 2.995083 0.444283 -0.300880 0.11 0.16 -0.05 -0.3682
H 2.140780 3.957280 1.180758 0.04 0.01 0.01 0.0262
H 1.974234 3.266984 -0.429898 -0.01 0.01 0.02 -0.0103
H 3.527860 3.934666 0.085407 -0.02 0.01 0.01 0.0268
H 1.755707 1.900708 3.103001 0.00 -0.03 0.03 0.0313
H 2.670188 0.382794 3.093245 0.01 0.03 0.01 0.0276
H 1.209097 0.523583 2.153945 -0.04 0.14 0.13 -0.0108
H 4.836653 2.707075 2.579884 0.02 -0.01 -0.01 0.0235
H 5.596912 2.305574 1.031536 -0.01 0.02 0.02 0.0206
H 5.296606 1.034770 2.219585 0.00 0.02 0.01 0.0197
H 3.584839 -0.460458 -0.120456 -0.02 -0.03 -0.03 0.0023
H 3.271125 0.854022 -1.278730 -0.04 -0.02 -0.03 0.0011
```
Positions in Å, forces in eV/Å.

Calculated values
- F_max: 1.479 eV/Å
- Multiplicity: 4
- Total energy: -80783.977 eV
- Orbital gap (alpha / beta): 5.9642 / 5.4836 eV
- HOMO level (alpha / beta): -0.117 / -0.130 Eh
- Expectation value of S²: 3.83
- Net charge: -1

# 2
The following is a quantum chemistry calculation of a molecular structure, C21H36Cl2HgN3O4 in a non-equilibrium geometry, from the Open Molecules 2025 dataset.

XYZ file:
```
67
Properties=species:S:1:pos:R:3:forces:R:3:lowdin_charge:R:1
O 1.677691 0.991528 -1.071291 -1.03 -1.12 1.23 -0.2946
C 1.463499 1.526170 -2.299016 -0.65 0.27 -0.32 -0.4732
C 1.393435 3.056642 -2.203478 0.26 -0.33 -0.67 -0.1891
C 1.037959 3.747177 -1.045479 0.14 -0.15 -0.02 -0.0498
H 0.768348 3.202830 -0.142189 0.11 0.05 -0.25 0.0318
C 1.030979 5.141222 -1.039123 0.03 -0.17 -0.40 -0.0902
H 0.745180 5.653557 -0.120005 0.07 0.02 -0.29 0.0971
C 1.372949 5.840648 -2.200513 0.04 -0.03 -0.09 -0.1235
H 1.355591 6.929819 -2.199093 0.04 -0.17 -0.03 0.0828
C 1.732767 5.147584 -3.367257 -0.11 -0.09 0.14 -0.1077
H 2.004524 5.680714 -4.282187 -0.09 -0.03 0.33 0.0873
C 1.733283 3.753141 -3.357938 0.00 0.48 0.18 -0.0624
H 1.997284 3.151922 -4.231534 -0.03 0.38 0.08 0.1125
H 2.324117 1.216777 -2.929354 0.03 0.56 -0.28 0.1289
C 0.390371 -0.497936 -3.452052 -0.06 -0.30 0.16 -0.0866
C 0.226304 0.929182 -3.042362 -0.18 1.24 -0.24 -0.2957
H -0.241959 -0.792463 -4.295187 0.12 0.13 0.07 0.0710
H 0.111910 -1.130153 -2.603753 0.07 -0.11 -0.21 0.0217
H 1.440540 -0.700522 -3.686658 -0.04 -0.03 -0.07 0.0760
C -0.897992 1.644347 -3.249307 0.30 -0.13 -0.05 -0.1605
C -2.175318 1.197818 -3.906959 -0.22 -0.05 -0.18 -0.1866
H -0.966356 2.668471 -2.883045 0.34 -0.07 -0.01 0.1076
H -2.425397 1.799755 -4.797168 0.33 -0.02 0.11 0.0637
H -3.015702 1.340507 -3.210754 0.31 -0.16 -0.19 0.0310
H -2.155066 0.140525 -4.191238 -0.09 0.28 0.08 0.0346
Hg -0.361591 0.429361 -0.199648 0.50 0.20 -0.23 0.8704
Cl -1.228638 2.301267 1.360692 -0.13 -0.18 -0.19 -0.1977
Cl -2.408796 -0.562742 -1.475314 0.10 -0.13 -0.24 0.0639
C -2.433016 -1.287671 1.258833 0.94 1.22 -0.34 -0.4656
O -1.216630 -1.539797 1.215704 -1.45 0.10 0.20 -0.1273
N -3.327806 -1.957385 1.983641 -0.42 -0.87 0.88 -0.1874
C -2.866392 -3.191605 2.585160 -0.14 0.11 0.01 -0.0524
C -4.680699 -1.475454 2.259912 0.36 0.01 -0.52 -0.0455
H -2.873915 -0.474121 0.660134 0.17 -0.08 0.66 -0.0083
H -1.809314 -3.272451 2.314600 -0.22 -0.16 0.20 0.0833
H -3.422200 -4.033840 2.157314 0.03 -0.04 0.27 0.0866
H -2.978014 -3.146511 3.674923 -0.01 -0.21 -0.10 0.0834
H -4.761222 -0.450223 1.868249 -0.02 -0.35 0.17 0.0947
H -4.879235 -1.468648 3.346774 0.16 0.01 -0.41 0.0838
H -5.441654 -2.100622 1.759744 0.25 0.15 0.22 0.0847
H 1.853631 -5.038676 -0.930681 0.01 0.03 -0.15 0.0877
H 4.452560 -4.139544 -0.577237 -0.23 0.28 -0.14 0.0834
C 1.881064 -4.244291 -1.688735 0.05 0.15 0.19 -0.0489
C 4.142126 -3.295896 -1.220237 -0.29 0.28 -0.06 -0.0647
N 2.690868 -3.124450 -1.240237 0.55 -0.66 -0.22 -0.1917
H 0.867594 -3.868004 -1.836766 0.10 -0.13 -0.04 0.0883
C 2.078405 -2.012874 -0.776757 -1.83 0.86 0.50 -0.3017
O 0.847013 -1.923680 -0.622939 2.22 -0.53 -0.45 -0.0783
H 4.593954 -2.373248 -0.830500 -0.08 -0.27 -0.14 0.0839
H 2.753919 -1.157165 -0.575750 -0.32 -0.21 0.05 0.1289
H 2.290456 -4.642284 -2.624075 -0.08 0.02 0.12 0.0836
H 4.538516 -3.485132 -2.233688 -0.18 0.09 0.30 0.0834
C 2.007795 -0.018990 5.119718 0.75 -0.02 0.23 -0.0749
N 1.318671 0.066188 3.859188 0.60 -0.09 0.28 -0.1425
C -0.115049 0.244504 3.890011 -0.81 0.21 -0.25 -0.0616
C 1.978594 -0.090714 2.688723 -1.64 -0.13 -1.48 -0.4738
C 3.462962 -0.247246 2.617302 0.57 -0.04 0.02 0.0109
O 1.366600 -0.136184 1.612817 0.71 0.10 1.32 -0.0369
H 1.300851 0.088398 5.943121 0.14 0.01 -0.16 0.0773
H 2.771865 0.762595 5.204086 -0.13 0.01 0.17 0.0867
H 2.529367 -0.978484 5.230575 -0.14 0.04 0.11 0.0868
H -0.423480 1.172724 3.386785 0.16 -0.28 0.13 -0.0067
H -0.642671 -0.568440 3.377956 0.21 0.05 0.05 0.0755
H -0.425181 0.277227 4.940854 0.00 -0.01 -0.29 0.0771
H 3.661858 -1.167358 2.072063 -0.02 -0.12 0.01 0.0807
H 3.840323 0.554279 1.986074 -0.03 0.13 -0.02 0.0970
H 4.029267 -0.261879 3.540449 -0.06 0.03 0.24 0.0576
```
Positions in Å, forces in eV/Å.

Calculated values
- F_max: 2.330 eV/Å
- Total energy: -64243.331 eV
- Orbital gap: 7.2669 eV
- HOMO level: -0.173 Eh
- Net charge: -1